Computed, not measured: a structure of composition C45H51ClInN8O6S3 at a distorted geometry, with wB97M-V/def2-TZVPD.

Geometry as XYZ:
```
115
Properties=species:S:1:pos:R:3:mulliken_charge:R:1
In 0.1170 -1.2576 0.2289 1.53
C 4.2234 0.4663 1.8937 -1.94
C 2.7552 0.1180 1.8037 0.35
N 2.3304 -0.5429 0.7832 1.26
N 3.1747 -0.8902 -0.1953 -1.24
C 2.9852 -2.0451 -0.7148 0.40
S 1.8414 -3.1915 -0.1759 -0.48
S 4.0433 -2.4903 -2.0771 -0.17
C 4.9600 -3.8879 -1.2736 -1.21
C 6.0927 -3.3044 -0.5024 0.70
C 5.9104 -2.8860 0.8114 -0.16
C 6.9284 -2.2351 1.4855 -0.55
C 8.1423 -2.0029 0.8604 -0.47
C 8.3355 -2.4275 -0.4434 -0.50
C 7.3178 -3.0731 -1.1197 -0.55
C 1.9012 0.4215 2.9285 0.85
C 2.3499 1.3171 3.9095 -0.68
C 1.6629 1.5523 5.0780 -0.93
C 0.4756 0.8644 5.3187 -0.75
C -0.0090 0.0024 4.3735 -0.40
C 0.6526 -0.2460 3.1401 0.28
O 0.1075 -1.0866 2.3447 -0.75
H 4.7888 -0.1613 1.2091 0.44
H 4.3672 1.5032 1.5940 0.29
H 4.6000 0.3341 2.9047 0.47
H 4.2324 -4.4060 -0.6498 0.44
H 5.3020 -4.5359 -2.0803 0.54
H 4.9623 -3.0694 1.2978 0.33
H 6.7705 -1.8999 2.5007 0.42
H 8.9391 -1.4972 1.3878 0.37
H 9.2782 -2.2456 -0.9405 0.36
H 7.4674 -3.3958 -2.1407 0.35
H 3.2644 1.8664 3.7397 0.49
H 2.0407 2.2542 5.8099 0.43
H -0.0709 1.0238 6.2423 0.40
H -0.9403 -0.5236 4.5302 0.46
Cl -2.3170 0.8505 -2.5169 -0.33
C -1.4315 1.8795 -1.4164 1.94
C 0.0823 1.5943 -1.4139 -0.67
O 0.8231 2.4932 -1.7932 -0.85
O 0.4901 0.4747 -0.9991 -0.20
H -1.8205 1.6902 -0.4186 -1.55
H -1.6054 2.9080 -1.7266 0.72
S -2.3025 -5.4374 0.3524 -0.49
C -1.6157 -4.0157 0.4650 0.62
N -1.1740 -2.9368 0.5862 -0.78
N -0.7649 1.7367 1.5560 0.11
C -0.2750 2.6060 2.1246 -0.87
N 0.2258 3.5847 2.8327 0.91
C -0.5327 4.1426 3.9262 -0.92
C -1.1078 5.5124 3.5568 -0.29
C 0.0254 6.4269 3.1049 -0.84
C 0.7657 5.7840 1.9347 -0.57
C 1.3008 4.4072 2.3337 -0.80
H 0.1378 4.2495 4.7874 0.43
H -1.3211 3.4389 4.1980 0.41
H -1.6215 5.9351 4.4214 0.43
H -1.8306 5.4059 2.7452 -0.02
H 0.7172 6.5850 3.9362 0.31
H -0.3741 7.3976 2.8058 0.40
H 1.5893 6.4218 1.6154 0.42
H 0.0810 5.6586 1.0938 0.22
H 2.0512 4.5094 3.1288 0.39
H 1.7536 3.9045 1.4782 0.38
C -6.3115 0.2216 -1.4582 -1.06
O -5.7078 0.5356 -0.2278 -0.30
C -4.9797 1.6820 -0.1463 1.26
C -5.0777 2.7067 -1.0820 -0.55
C -4.4203 3.9098 -0.9074 -0.97
C -3.6523 4.1148 0.2240 -0.45
C -3.5269 3.1037 1.1538 -0.41
C -4.1590 1.8706 0.9886 0.01
N -4.0641 0.9699 2.0390 0.24
C -4.4243 -0.3321 2.0820 -1.51
C -4.3650 -1.2281 1.0372 0.75
C -5.2331 -2.3579 1.0070 -0.78
C -5.1963 -3.2585 -0.0050 -0.94
C -4.2604 -3.0985 -1.0592 -0.38
C -3.3659 -2.0823 -1.0518 -0.47
C -3.2865 -1.1417 0.0358 1.27
O -2.3331 -0.3701 0.1977 0.02
H -6.6600 -0.8040 -1.3576 0.27
H -5.5932 0.2765 -2.2792 0.35
H -7.1646 0.8769 -1.6668 0.36
H -5.6938 2.5858 -1.9574 0.39
H -4.5155 4.6810 -1.6573 0.38
H -3.1665 5.0660 0.3821 0.36
H -2.9116 3.2488 2.0296 0.19
H -3.6647 1.3616 2.8837 0.31
H -4.7989 -0.6562 3.0518 0.44
H -5.9833 -2.4351 1.7838 0.42
H -5.8692 -4.1043 -0.0196 0.32
H -4.2517 -3.8268 -1.8573 0.46
H -2.6269 -1.9672 -1.8305 -0.09
C 0.3815 -0.0187 -4.3849 -0.86
N 0.2213 -1.4303 -4.6316 0.66
C 0.2280 -1.7891 -6.0288 -0.71
C -0.2022 -3.2317 -6.2252 -0.69
C 0.5942 -4.0599 -5.2290 -0.67
N 0.2294 -3.6343 -3.9018 0.30
C 0.3736 -4.5988 -2.8402 -0.61
C 0.1524 -2.3051 -3.5869 -0.29
O -0.0158 -1.9257 -2.4352 0.17
H -0.5221 0.5322 -4.6598 0.26
H 1.2264 0.3613 -4.9659 0.40
H 0.5852 0.1311 -3.3305 -0.14
H 1.2390 -1.6433 -6.4419 0.32
H -0.4490 -1.1022 -6.5529 0.33
H -0.0153 -3.5492 -7.2507 0.38
H -1.2658 -3.3381 -6.0088 0.30
H 1.6709 -3.9225 -5.4109 0.29
H 0.3610 -5.1240 -5.3199 0.36
H -0.1233 -5.5262 -3.1246 0.41
H -0.0886 -4.2039 -1.9378 -0.22
H 1.4284 -4.8038 -2.6308 0.23
```

Lowest unoccupied orbital energy in eV: 1.8
Net charge: -1
Highest occupied orbital energy in Eh: -0.1753
Energy above the lowest of the compared OMol25 structures with the same formula, charge and spin in kJ/mol: 176.06
Multiplicity: 1



Computed, not measured: a cluster of 8 separate species, C24H36B2F8N4O2 in total at a distorted geometry, with wB97M-V/def2-TZVPD.

Geometry as XYZ:
```
76
Properties=species:S:1:pos:R:3:lowdin_spin:R:1
B 1.7127 0.3528 0.1323 0.00
F 2.3122 -0.4221 1.1530 0.00
F 2.6498 1.2974 -0.1578 0.00
F 1.5041 -0.3751 -0.9575 0.00
F 0.5551 0.8832 0.6992 0.00
B 4.6966 -3.8820 1.4902 0.00
F 3.6537 -4.7793 1.6602 0.00
F 5.7104 -4.1249 2.3229 0.00
F 5.1005 -4.0357 0.2095 0.00
F 4.2508 -2.5720 1.5543 0.00
C -0.0666 -4.0436 -0.5490 0.00
C 0.3793 -4.5188 -1.9344 0.00
C 1.9195 -4.5727 -1.8092 0.00
O 2.1861 -3.4273 -0.9248 0.00
C 1.1107 -3.2271 0.0494 0.00
H -0.2659 -4.9280 0.0562 0.00
H -1.0038 -3.4906 -0.6116 0.00
H 0.0123 -3.7624 -2.6281 0.00
H -0.0248 -5.4705 -2.2797 0.00
H 2.3936 -4.4767 -2.7860 0.00
H 2.3265 -5.5002 -1.4066 0.00
H 0.7824 -2.1977 0.1928 0.00
H 1.3715 -3.5849 1.0454 0.00
C -3.0384 -1.6495 -2.3528 0.00
C -2.0921 -0.5689 -1.9462 0.00
C -2.5129 -0.0821 -0.5485 0.00
O -2.8290 -1.3468 -0.0133 0.00
C -3.5243 -2.1590 -0.9894 0.00
H -2.7159 -2.4051 -3.0691 0.00
H -3.8526 -1.2215 -2.9377 0.00
H -1.8980 0.2371 -2.6539 0.00
H -1.1035 -0.9891 -1.7617 0.00
H -3.3679 0.5934 -0.5767 0.00
H -1.7764 0.3300 0.1414 0.00
H -4.6023 -2.0640 -0.8589 0.00
H -3.2549 -3.2120 -0.9063 0.00
N 3.2972 3.7946 -2.0551 0.00
C 2.9519 4.9518 -1.3988 0.00
C 4.1283 5.6257 -1.0603 0.00
C 5.1863 5.0014 -1.6578 0.00
C 4.6861 3.8331 -2.2077 0.00
H 2.6488 3.0683 -2.3239 0.00
H 1.9169 5.0783 -1.1175 0.00
H 4.1624 6.4821 -0.4033 0.00
H 6.1901 5.3945 -1.7231 0.00
H 5.1846 3.0450 -2.7525 0.00
N -1.2093 -2.2441 2.1575 0.03
C -0.2346 -1.6177 2.9437 0.32
C 0.0617 -2.4165 4.0230 0.13
C -0.8658 -3.5289 3.9818 0.13
C -1.6263 -3.4129 2.7945 0.35
H -1.6394 -1.8864 1.3165 0.00
H 0.1264 -0.6651 2.5853 0.01
H 0.7970 -2.2235 4.7901 0.00
H -0.9817 -4.2562 4.7717 0.00
H -2.4622 -3.9991 2.4424 0.01
N -0.4358 2.8779 -1.1394 0.00
C -0.8842 4.1383 -0.8319 0.00
C -1.1638 4.8548 -2.0243 0.00
C -0.7826 3.9595 -3.0392 0.00
C -0.3459 2.7952 -2.4593 0.00
H -0.2130 2.1198 -0.5102 0.00
H -1.0065 4.4446 0.1965 0.00
H -1.6318 5.8216 -2.1361 0.00
H -0.8191 4.1812 -4.0956 0.00
H 0.0162 1.8731 -2.8895 0.00
N -2.2213 2.9932 3.4391 0.00
C -3.4682 3.5277 3.6759 0.00
C -4.2904 3.0604 2.6876 0.00
C -3.6337 2.2951 1.7968 0.00
C -2.2865 2.3260 2.2268 0.00
H -1.3724 3.0977 3.9763 0.00
H -3.7877 4.1096 4.5279 0.00
H -5.3608 3.2015 2.6607 0.00
H -3.9765 1.7779 0.9128 0.00
H -1.3527 1.9164 1.8709 0.00
```

Lowest unoccupied orbital energy (alpha / beta) in eV: 1.6 / -2.5
Net charge: -1
Highest occupied orbital energy (alpha / beta) in Eh: -0.1954 / -0.1954
Multiplicity: 2



Computed, not measured: the molecule C6H11N at a distorted geometry, with wB97M-V/def2-TZVPD.

Geometry as XYZ:
```
18
Properties=species:S:1:pos:R:3:nbo_charge:R:1
C 1.5100 -1.1218 -1.7500 -0.63
C 0.3876 0.0121 -1.9124 -0.42
N 0.4280 -0.8669 0.9338 -0.81
C -0.3175 0.1987 0.5439 0.17
C -0.1959 0.8122 -0.7972 -0.31
C -1.6678 0.8204 2.7173 -0.41
C -1.0561 1.0362 1.5028 -0.21
H 1.6925 -1.4379 -2.7482 0.22
H 0.9133 -1.8023 -1.1588 0.22
H 2.3144 -0.7337 -1.1796 0.19
H 0.7266 0.7311 -2.7301 0.20
H -0.6117 -0.5592 -2.3619 0.19
H 1.3239 -1.0876 0.4344 0.39
H 0.6503 -1.0613 1.8538 0.38
H -1.0727 1.4329 -0.9768 0.21
H -1.8939 1.7206 3.3712 0.20
H -2.1423 -0.1119 2.9935 0.20
H -0.9888 2.0183 1.2641 0.20
```

Lowest unoccupied orbital energy in eV: 0.7
Net charge: 0
Highest occupied orbital energy in Eh: -0.2669
Energy above the lowest of the compared OMol25 structures with the same formula, charge and spin in kJ/mol: 324.15
Multiplicity: 1
SMILES: C=C/C(N)=C/CC



Computed, not measured: a structure of composition C34H86N4O16Sr at a distorted geometry, with wB97M-V/def2-TZVPD.

Geometry as XYZ:
```
141
Properties=species:S:1:pos:R:3:lowdin_spin:R:1
Sr 2.7470 -1.4327 -1.3754 0.00
C -0.2845 -1.1612 2.2107 0.14
C -1.1990 -0.1890 2.5154 0.00
C -1.2351 1.1199 1.7213 0.01
O -2.0616 2.0548 1.9801 0.31
C -0.3819 1.3814 0.6858 0.37
C 0.5641 0.3160 0.2411 0.03
C 0.5754 -1.0964 1.0421 -0.02
O 1.4115 -1.8839 0.6783 -0.03
O 1.3149 0.4986 -0.7344 0.06
O -1.9029 -0.4584 3.5814 0.11
H -0.2432 -2.0660 2.7990 0.01
H -0.3642 2.3416 0.1918 0.01
C -2.3378 4.6259 4.4372 0.00
O -1.6386 5.1244 5.5461 0.00
H -3.0941 5.3627 4.1664 0.00
H -1.6585 4.3910 3.6179 0.00
H -2.8644 3.7104 4.7068 0.00
H -2.2752 5.4346 6.1943 0.00
C 0.7027 -4.8081 2.2799 0.00
O 0.2182 -4.2445 1.0892 0.00
H 0.7773 -4.0503 3.0598 0.00
H 0.0815 -5.6478 2.5914 0.00
H 1.7388 -5.1139 2.1349 0.00
H 0.5164 -3.3482 0.9180 0.00
C -1.7830 2.0940 -2.2882 0.00
O -2.2561 2.3811 -3.6103 0.00
H -1.1371 2.8912 -1.9203 0.00
H -2.6422 2.1636 -1.6211 0.00
H -1.3726 1.1056 -2.0815 0.00
H -2.4811 3.3144 -3.6185 0.00
C 1.2986 -0.5401 5.2759 0.00
O 0.0852 0.0524 5.7925 0.00
H 1.5422 -0.1172 4.3012 0.00
H 2.1650 -0.4848 5.9349 0.00
H 1.0136 -1.5353 4.9345 0.00
H -0.5697 0.0470 5.0905 0.00
C 2.4018 3.6003 -4.1045 0.00
C 1.3136 3.4167 -3.0647 0.00
O 1.8799 2.9995 -1.8250 0.00
H 3.2487 4.1478 -3.6908 0.00
H 1.9268 4.2335 -4.8538 0.00
H 2.6753 2.6358 -4.5322 0.00
H 0.5827 2.6509 -3.3244 0.00
H 0.7122 4.3082 -2.8869 0.00
H 1.3297 2.2864 -1.4927 0.00
C -4.1454 4.9307 -0.2113 0.00
C -4.8170 4.1293 0.8954 0.00
O -3.9947 4.1540 2.0635 0.00
H -3.1313 4.5393 -0.2926 0.00
H -4.1250 5.9790 0.0866 0.00
H -4.5945 4.9232 -1.2045 0.00
H -4.8213 3.0952 0.5509 0.00
H -5.8307 4.5048 1.0348 0.00
H -3.2681 3.5581 1.8672 0.00
C 0.2021 -1.7659 -5.1446 0.00
C 0.7158 -0.6441 -4.2397 0.00
O 0.7717 -1.2212 -2.9657 0.00
H 0.9063 -2.5716 -5.3521 0.00
H -0.0449 -1.3818 -6.1343 0.00
H -0.7157 -2.2380 -4.7942 0.00
H -0.0329 0.1450 -4.3104 0.00
H 1.7199 -0.3240 -4.5180 0.00
H -0.1319 -1.3514 -2.6686 0.00
C -2.4900 -2.4656 -0.3447 0.00
C -2.8410 -2.4709 -1.9035 0.00
O -1.9776 -1.5701 -2.5189 0.00
H -2.5520 -1.4532 0.0543 0.00
H -1.5056 -2.8668 -0.1039 0.00
H -3.1375 -3.1628 0.1872 0.00
H -3.8434 -2.0496 -1.9797 0.00
H -2.8222 -3.4651 -2.3497 0.00
H -2.4383 -1.1295 -3.2366 0.00
C 3.9228 5.7636 -0.4134 0.00
C 2.7861 5.4072 0.5685 0.00
C 1.4678 5.9959 0.1090 0.00
O 0.3885 5.6292 1.0294 0.00
C -0.9088 5.9448 0.4800 0.00
N 2.7599 3.9776 0.7548 0.00
H 3.8685 5.1408 -1.3063 0.00
H 4.7871 5.4604 0.1775 0.00
H 4.1099 6.8320 -0.5216 0.00
H 2.9933 5.8781 1.5294 0.00
H 1.3028 5.7028 -0.9278 0.00
H 1.4253 7.0775 -0.0188 0.00
H -1.0334 7.0229 0.3782 0.00
H -1.6705 5.6522 1.2028 0.00
H -1.1811 5.4064 -0.4277 0.00
H 1.8973 3.8292 1.2589 0.00
H 2.5998 3.4699 -0.1035 0.00
C -4.1958 -3.7077 5.3672 0.00
C -2.9627 -4.1277 4.5381 0.00
C -3.2105 -4.2218 3.0257 0.00
O -4.3198 -5.0635 2.6430 0.00
C -4.4309 -5.1893 1.2778 0.00
N -1.8628 -3.2694 4.9494 0.00
H -4.8424 -4.5821 5.4414 0.00
H -4.8236 -2.9483 4.9012 0.00
H -4.0242 -3.4417 6.4102 0.00
H -2.7284 -5.1663 4.7715 0.00
H -2.3256 -4.5985 2.5128 0.00
H -3.4400 -3.2116 2.6867 0.00
H -3.4964 -5.4415 0.7766 0.00
H -4.9599 -4.3102 0.9097 0.00
H -5.1467 -5.9554 0.9797 0.00
H -2.0708 -2.3206 4.6725 0.00
H -1.0562 -3.4460 4.3678 0.00
C 1.8366 -6.1456 -2.1259 0.00
C 1.5865 -4.7135 -2.6097 0.00
C 0.1636 -4.5913 -3.0967 0.00
O -0.2106 -5.1516 -4.3434 0.00
C -1.5661 -5.0995 -4.7282 0.00
N 1.8493 -3.8589 -1.4922 0.00
H 1.7177 -6.8124 -2.9799 0.00
H 1.1870 -6.4786 -1.3164 0.00
H 2.8750 -6.3289 -1.8499 0.00
H 2.2671 -4.5619 -3.4475 0.00
H -0.1079 -3.5386 -3.1757 0.00
H -0.4543 -4.9249 -2.2630 0.00
H -1.7633 -5.6627 -5.6404 0.00
H -1.9161 -4.1107 -5.0247 0.00
H -2.2746 -5.4238 -3.9661 0.00
H 1.1299 -4.0631 -0.8133 0.00
H 2.6658 -4.2510 -1.0453 0.00
C 5.5688 2.2237 -1.9306 0.00
C 4.9585 0.8490 -1.5730 0.00
C 4.9919 0.5717 -0.0170 0.00
O 4.4076 -0.7032 0.3125 0.00
C 4.3969 -0.8913 1.7115 0.00
N 3.6158 0.7836 -2.1127 0.00
H 5.0325 3.0137 -1.4049 0.00
H 5.5348 2.4529 -2.9957 0.00
H 6.6047 2.1231 -1.6066 0.00
H 5.5119 0.0908 -2.1271 0.00
H 4.3904 1.3020 0.5244 0.00
H 6.0281 0.5848 0.3208 0.00
H 4.1451 -1.8875 2.0751 0.00
H 3.6930 -0.2820 2.2785 0.00
H 5.3577 -0.7771 2.2134 0.00
H 3.9000 1.0790 -3.0358 0.00
H 3.1638 1.6555 -1.8767 0.00
```

Lowest unoccupied orbital energy (alpha / beta) in eV: -4.1 / -5.9
Net charge: +1
Highest occupied orbital energy (alpha / beta) in Eh: -0.3972 / -0.3970
Multiplicity: 2



Computed, not measured: the molecule C4H7NOS at a distorted geometry, with wB97M-V/def2-TZVPD.

Geometry as XYZ:
```
14
Properties=species:S:1:pos:R:3:nbo_charge:R:1
C -0.3668 0.7201 1.0819 0.01
C 0.2951 -0.5570 0.5885 -0.43
C -0.5810 -1.5042 -0.2122 -0.19
C -1.9130 -1.4508 -0.1751 -0.38
H -1.0081 2.1879 -1.4171 0.48
H -0.4392 0.9347 2.1420 0.20
H 0.6541 -1.0156 1.5341 0.24
H 2.7400 -0.6599 0.5939 0.12
H -0.0662 -2.1427 -0.9277 0.22
H -2.4131 -0.9554 0.6556 0.20
H -2.5315 -2.1079 -0.8070 0.21
N -0.8951 1.6319 0.3535 -0.10
O -0.6850 1.4065 -0.9580 -0.56
S 1.8877 -0.1353 -0.2677 -0.02
```

Lowest unoccupied orbital energy in eV: 0.7
Net charge: 0
Highest occupied orbital energy in Eh: -0.3353
Energy above the lowest of the compared OMol25 structures with the same formula, charge and spin in kJ/mol: 301.29
Multiplicity: 1
SMILES: C=C[C@@H](S)/C=N\O